Molecular formula: C25H45Cl2PY
Method: DFT, ωB97M-V with the def2-TZVPD basis set

Positions of all 74 atoms, in Å:
Y1 2.3068 -0.7123 2.0232
Cl1 4.4870 0.4380 1.8027
P1 0.0308 -0.7106 0.1221
C1 1.6604 -0.1885 -0.2266
H1 1.6923 0.8355 -0.5838
H2 2.1288 -0.8801 -0.9542
C2 -0.3828 -0.5456 1.9120
C3 0.0514 -2.4980 -0.3160
C4 -1.9034 -0.6883 2.1819
H3 0.1197 -1.4247 2.4101
C5 -2.1850 -0.7457 3.6869
H4 -2.4237 0.1746 1.7403
H5 -2.3234 -1.5866 1.7086
C6 -1.5637 0.4130 4.4672
H6 -3.2712 -0.7567 3.8395
H7 -1.8072 -1.6976 4.0823
C7 -0.0890 0.6696 4.1002
H8 -2.1403 1.3336 4.2970
H9 -1.6390 0.1994 5.5402
C8 0.1239 0.7669 2.5860
H10 0.2695 1.5960 4.5640
H11 0.5339 -0.1421 4.5155
H12 -0.4474 1.5945 2.1451
H13 1.1927 1.0920 2.3924
C9 -1.1993 0.1728 -0.8996
C10 0.1248 -2.6556 -1.8434
H14 1.0004 -2.8440 0.1347
C11 0.3110 -4.1210 -2.2551
H15 -0.8064 -2.2804 -2.2912
H16 0.9388 -2.0449 -2.2606
C12 -0.7131 -5.0596 -1.6113
H17 0.2505 -4.1927 -3.3456
H18 1.3222 -4.4416 -1.9732
C13 -0.8622 -4.8376 -0.1037
H19 -1.6853 -4.9296 -2.1032
H20 -0.4229 -6.0981 -1.7961
C14 -1.0609 -3.3650 0.2850
H21 -1.7032 -5.4263 0.2783
H22 0.0408 -5.2068 0.4027
H23 -2.0352 -3.0181 -0.0884
H24 -1.0798 -3.2909 1.3828
C15 -1.4162 1.6040 -0.3960
H25 -0.7157 0.2228 -1.8938
C16 -2.3106 2.4080 -1.3506
H26 -1.8919 1.5743 0.5961
H27 -0.4515 2.1162 -0.2778
C17 -3.6425 1.7077 -1.6666
H28 -2.4991 3.3952 -0.9075
H29 -1.7612 2.5725 -2.2892
C18 -3.4634 0.2330 -2.0449
H30 -4.3147 1.7900 -0.8031
H31 -4.1373 2.2285 -2.4935
C19 -2.5589 -0.5341 -1.0685
H32 -4.4365 -0.2728 -2.0917
H33 -3.0183 0.1731 -3.0480
H34 -3.0624 -0.5846 -0.0926
H35 -2.4425 -1.5693 -1.4210
C20 1.9560 3.1870 -0.5604
C21 2.0033 2.5708 -1.7807
H36 1.0369 3.1765 0.0272
C22 3.1890 2.7162 -2.6971
H37 1.1308 2.0735 -2.2188
C23 4.4771 3.0847 -1.9506
H38 3.3501 1.8000 -3.2785
H39 2.9704 3.5068 -3.4379
C24 4.2379 4.1902 -0.9219
H40 4.8858 2.1995 -1.4495
H41 5.2287 3.4296 -2.6641
C25 3.1276 3.8277 0.0933
H42 5.1624 4.4165 -0.3819
H43 3.9339 5.1102 -1.4392
H44 3.5588 3.1580 0.8655
H45 2.7948 4.7291 0.6188
Cl2 2.2380 -3.1379 2.4758

Output
Lowest unoccupied orbital energy (alpha / beta): 2.524 / 2.624 eV
HOMO level (alpha / beta): -1.6 / 0.5 eV
Net charge: -1
ΔE to the lowest compared entry with this formula, charge and spin: 0.0 kJ/mol
HOMO-LUMO gap (alpha / beta): 4.1348 / 2.1388 eV

---

Molecular formula: C5H11N3O
Method: DFT, ωB97M-V with the def2-TZVPD basis set

Positions of all 20 atoms, in Å:
C1 -1.2247 0.5485 1.1060
N1 -1.7098 1.4463 0.1041
C2 0.3593 0.6118 1.1327
C3 1.0712 -0.2838 1.8072
O1 -1.7015 -0.7637 1.0099
H1 -1.2593 -1.2201 0.2746
H2 -1.5572 0.9179 2.0830
H3 -1.2325 1.3139 -0.7998
H4 -2.6945 1.2849 -0.0768
H5 0.7141 1.6228 0.9803
H6 2.0871 -0.0905 2.1143
H7 0.6954 -1.2775 1.9994
C4 0.8767 -0.2177 -1.2464
C5 0.2325 0.5942 -2.1151
N2 0.3300 -1.4894 -1.0160
N3 1.0196 -2.4348 -0.6599
H8 2.0411 -2.2247 -0.5762
H9 1.9428 -0.0912 -1.0437
H10 -0.7043 0.2844 -2.5537
H11 0.7140 1.4687 -2.5241

Output
SMILES: C=C[C@@H](N)O.[H]/N=N\C=C
Lowest unoccupied orbital energy: -0.452 eV
HOMO level: -9.4 eV
ΔE to the lowest compared entry with this formula, charge and spin: 417.2 kJ/mol
HOMO-LUMO gap: 8.9055 eV

---

Molecular formula: C3H3N3
Method: DFT, ωB97M-V with the def2-TZVPD basis set

Positions of all 9 atoms, in Å:
N1 -0.8161 -0.9483 -0.1241
C1 -0.0483 0.2189 0.4437
C2 1.2549 -0.2147 -0.0201
N2 2.2018 -0.7161 -0.4455
C3 -0.4225 1.5830 -0.0573
N3 -0.7065 2.6374 -0.4452
H1 -0.5553 -1.8711 0.2372
H2 -0.8221 -1.0017 -1.1431
H3 -0.0858 0.3126 1.5544

Output
SMILES: N#CC(N)C#N
Lowest unoccupied orbital energy: 0.439 eV
HOMO level: -10.5 eV
ΔE to the lowest compared entry with this formula, charge and spin: 142.1 kJ/mol
HOMO-LUMO gap: 10.9314 eV

---

no.,E (eV)
1,-62033.2855
2,-11877.4467
3,-7628.0769